# 1
Molecular formula: C5H10O2
Method: DFT, wB97M-V/def2-TZVPD

Last column: Löwdin charge in e.
CARTESIAN COORDINATES (ANGSTROEM)
C1 -0.213 1.393 -1.320  -0.11
C2 -0.920 1.677 -0.024  -0.16
O1 1.833 -0.912 -0.264  0.02
C3 1.127 -1.901 -0.287  -0.27
C4 -0.181 -2.031 0.434  -0.04
C5 -0.443 1.475 1.206  -0.24
O2 0.740 0.925 1.577  -0.02
H1 -0.609 0.499 -1.824  0.07
H2 0.862 1.240 -1.184  0.06
H3 -0.340 2.230 -2.016  0.07
H4 -1.915 2.112 -0.085  0.09
H5 1.445 -2.773 -0.892  0.12
H6 -0.296 -3.039 0.845  0.08
H7 -0.993 -1.877 -0.289  0.09
H8 -0.260 -1.278 1.221  0.07
H9 -1.021 1.760 2.083  0.11
H10 1.183 0.499 0.818  0.05

Computed properties:
Molar mass = 102.13 g mol⁻¹
Orbital gap = 9.345 eV
Net charge = 0
Structure (SMILES) = C/C=C\O.CC=O

# 2
Molecular formula: C3H4O3
Method: DFT, wB97M-V/def2-TZVPD

Last column: Löwdin charge in e.
CARTESIAN COORDINATES (ANGSTROEM)
C1 0.555 -1.647 0.184  -0.03
O1 0.584 -0.340 0.829  0.01
C2 -0.042 0.535 0.052  -0.46
O2 -0.375 0.285 -1.084  0.11
C3 -0.549 1.953 0.359  -0.15
O3 -1.542 2.208 0.984  0.09
H1 1.072 -2.375 0.806  0.10
H2 -0.494 -1.915 0.060  0.10
H3 1.007 -1.617 -0.810  0.10
H4 -0.115 2.651 -0.383  0.13

Computed properties:
Molar mass = 88.06 g mol⁻¹
Orbital gap = 10.814 eV
Net charge = 0
Structure (SMILES) = COC(=O)C=O

# 3
Molecular formula: C9H14S
Method: DFT, wB97M-V/def2-TZVPD

Last column: Löwdin charge in e.
CARTESIAN COORDINATES (ANGSTROEM)
C1 -2.234 3.012 -0.762  -0.33
C2 -0.776 0.845 0.390  -0.53
S1 -1.715 2.238 0.930  0.73
H1 -1.846 4.003 -0.884  0.02
H2 -1.956 2.423 -1.695  0.06
H3 -3.194 2.824 -0.859  -0.06
H4 -1.329 0.170 -0.310  0.03
H5 -0.308 0.234 1.170  0.03
H6 0.231 1.228 -0.120  0.08
C3 -1.030 -2.137 -1.224  -0.05
C4 0.302 -1.698 -0.592  -0.34
C5 1.196 -0.892 -1.253  -0.08
C6 0.573 -2.042 0.713  -0.06
C7 2.364 -0.295 -0.648  -0.04
C8 1.889 -1.726 1.226  -0.09
C9 2.685 -0.760 0.674  -0.11
H7 -1.047 -1.566 -2.228  0.10
H8 -1.938 -1.912 -0.740  0.05
H9 0.947 -0.488 -2.191  0.09
H10 0.114 -2.822 1.161  0.07
H11 3.151 0.191 -1.189  0.09
H12 2.253 -2.299 2.196  0.14
H13 3.592 -0.424 1.154  0.09
H14 -1.039 -3.221 -1.487  0.09

Computed properties:
Molar mass = 154.28 g mol⁻¹
Orbital gap = 9.047 eV
Net charge = 0
Structure (SMILES) = Cc1ccccc1.CSC

# 4
Molecular formula: C48H52N8O14
Method: DFT, wB97M-V/def2-TZVPD

Last column: Löwdin charge in e.
CARTESIAN COORDINATES (ANGSTROEM)
N1 -4.782 -0.494 -1.052  0.02
C1 -4.700 -1.795 -0.578  -0.12
C2 -4.385 -2.614 -1.657  -0.11
C3 -4.282 -1.766 -2.767  -0.12
C4 -4.488 -0.480 -2.377  -0.15
H1 -4.759 0.325 -0.417  0.12
H2 -4.850 -2.119 0.453  0.10
H3 -4.450 -3.696 -1.609  0.09
H4 -4.056 -2.126 -3.758  0.10
H5 -4.733 0.378 -2.944  0.10
N2 4.430 5.351 -1.196  0.01
C5 4.866 5.874 0.014  -0.12
C6 6.077 6.467 -0.238  -0.12
C7 6.403 6.247 -1.626  -0.12
C8 5.388 5.529 -2.146  -0.17
H6 3.707 4.673 -1.297  0.10
H7 4.206 5.872 0.873  0.11
H8 6.620 6.932 0.549  0.07
H9 7.382 6.438 -2.106  0.10
H10 5.333 5.013 -3.085  0.10
N3 0.010 1.848 5.049  0.03
C9 -0.943 2.371 4.183  -0.10
C10 -2.179 2.143 4.815  -0.11
C11 -1.951 1.509 6.062  -0.13
C12 -0.588 1.317 6.185  -0.12
H11 0.987 1.843 4.913  0.08
H12 -0.653 2.837 3.227  0.10
H13 -3.182 2.345 4.517  0.07
H14 -2.682 1.145 6.736  0.08
H15 -0.102 0.732 6.917  0.10
N4 3.021 -5.028 -0.341  0.01
C13 2.426 -3.822 -0.168  -0.17
C14 1.291 -3.968 0.645  -0.07
C15 1.165 -5.380 0.820  -0.10
C16 2.190 -5.992 0.141  -0.14
H16 3.830 -5.152 -0.969  0.17
H17 2.908 -2.934 -0.547  0.09
H18 0.704 -3.121 0.973  0.09
H19 0.364 -5.882 1.281  0.09
H20 2.401 -7.018 -0.110  0.11
C17 -3.537 -2.027 3.454  -0.02
C18 -2.166 -1.928 2.807  -0.26
C19 -1.089 -1.230 3.621  -0.10
O1 -0.176 -2.232 4.012  0.09
C20 -0.506 -3.385 3.445  -0.59
O2 0.087 -4.435 3.653  0.11
O3 -1.535 -3.282 2.600  0.08
H21 -3.425 -2.484 4.468  0.10
H22 -4.078 -2.744 2.835  0.07
H23 -4.097 -1.091 3.630  0.10
H24 -2.299 -1.510 1.812  0.11
H25 -1.546 -0.663 4.475  0.13
H26 -0.581 -0.464 3.033  0.10
C21 -1.672 -5.331 -1.604  -0.03
C22 -0.465 -4.914 -2.413  -0.29
C23 -0.230 -5.820 -3.662  -0.07
O4 0.107 -4.879 -4.689  0.06
C24 -0.243 -3.627 -4.259  -0.49
O5 -0.232 -2.629 -4.972  0.11
O6 -0.657 -3.596 -2.956  0.05
H27 -2.567 -5.505 -2.213  0.09
H28 -1.965 -4.623 -0.851  0.07
H29 -1.463 -6.208 -1.030  0.08
H30 0.388 -4.852 -1.667  0.13
H31 -1.140 -6.332 -4.051  0.14
H32 0.501 -6.597 -3.472  0.13
C25 6.263 -1.032 1.610  -0.05
C26 4.993 -1.489 1.296  -0.06
C27 3.911 -0.958 1.955  -0.02
C28 4.129 -0.070 2.975  -0.13
C29 5.440 0.289 3.401  0.00
C30 6.502 -0.129 2.685  -0.07
N5 2.957 0.442 3.687  -0.32
O7 1.885 0.246 3.177  0.07
O8 3.162 1.100 4.690  0.09
H33 7.094 -1.442 1.055  0.10
H34 4.783 -2.236 0.550  0.09
H35 2.913 -1.200 1.760  0.09
H36 5.671 0.974 4.228  0.13
H37 7.547 0.081 2.881  0.11
C31 -0.462 0.533 -5.256  -0.06
C32 -0.595 0.484 -3.874  -0.05
C33 -0.041 1.494 -3.044  0.01
C34 0.693 2.517 -3.697  -0.10
C35 0.780 2.601 -5.149  0.01
C36 0.148 1.638 -5.895  -0.07
N6 1.527 3.376 -2.844  -0.37
O9 2.555 3.824 -3.292  0.09
O10 1.092 3.599 -1.753  0.09
H38 -0.913 -0.265 -5.843  0.10
H39 -1.078 -0.356 -3.348  0.10
H40 -0.118 1.472 -1.971  0.08
H41 1.350 3.361 -5.634  0.11
H42 0.235 1.611 -6.967  0.10
C37 -4.150 4.539 -2.480  -0.06
C38 -4.886 5.159 -1.473  -0.05
C39 -4.904 4.609 -0.168  0.01
C40 -4.255 3.420 0.054  -0.14
C41 -3.458 2.826 -0.948  0.00
C42 -3.457 3.367 -2.212  -0.06
N7 -4.417 2.734 1.330  -0.34
O11 -4.765 3.335 2.295  0.12
O12 -4.097 1.542 1.366  0.03
H43 -4.105 4.964 -3.494  0.12
H44 -5.364 6.097 -1.720  0.11
H45 -5.450 5.091 0.658  0.13
H46 -2.855 1.950 -0.775  0.08
H47 -2.905 2.889 -3.008  0.11
C43 -0.896 -0.904 -0.736  -0.06
C44 0.464 -0.966 -0.970  -0.07
C45 1.296 -0.009 -0.416  0.00
C46 0.751 0.933 0.413  -0.19
C47 -0.602 1.035 0.630  0.00
C48 -1.427 0.112 0.048  -0.09
N8 1.642 1.915 0.928  -0.35
O13 1.126 2.922 1.412  0.06
O14 2.826 1.767 0.841  0.09
H48 -1.516 -1.628 -1.279  0.11
H49 0.747 -1.674 -1.740  0.11
H50 2.341 -0.009 -0.649  0.12
H51 -0.973 1.854 1.195  0.11
H52 -2.493 0.257 0.137  0.07

Computed properties:
Molar mass = 964.99 g mol⁻¹
Orbital gap = 6.797 eV
Net charge = 0
Structure (SMILES) = O=[N+]([O-])c1ccccc1.O=[N+]([O-])c1ccccc1.O=[N+]([O-])c1ccccc1.O=[N+]([O-])c1ccccc1.C[C@H]1COC(=O)O1.C[C@H]1COC(=O)O1.c1cc[nH]c1.c1cc[nH]c1.c1cc[nH]c1.c1cc[nH]c1

# 5
Molecular formula: C18H53N8O11V
Method: DFT, wB97M-V/def2-TZVPD

Last column: Löwdin charge in e.
CARTESIAN COORDINATES (ANGSTROEM)
O1 -3.740 1.791 1.629  -0.29
V1 -3.506 2.311 0.141  1.05
O2 -4.443 1.551 -0.868  -0.31
C1 -0.137 -0.664 -0.672  -0.05
C2 -0.963 0.401 0.076  -0.53
C3 -0.084 1.039 1.176  -0.06
O3 -1.575 1.408 -0.703  -0.32
H1 0.847 -0.212 -0.814  0.05
H2 -0.615 -1.068 -1.562  0.07
H3 -0.006 -1.491 0.029  0.07
H4 -1.758 -0.133 0.616  0.11
H5 0.798 1.483 0.711  0.06
H6 0.076 0.326 1.988  0.09
H7 -0.575 1.846 1.726  0.06
C4 -2.518 0.081 -4.161  -0.70
O4 -3.010 -0.591 -5.075  0.01
N1 -1.422 0.860 -4.357  0.16
N2 -2.959 0.119 -2.904  0.17
H8 -1.303 1.084 -5.333  0.11
H9 -1.059 1.464 -3.644  0.05
H10 -2.519 0.636 -2.143  0.04
H11 -3.716 -0.544 -2.814  0.09
C5 -1.346 4.611 1.108  -0.62
O5 -2.463 4.062 1.229  -0.05
N3 -0.931 5.675 1.796  0.19
N4 -0.371 4.090 0.325  0.19
H12 -0.038 6.091 1.605  0.11
H13 -1.466 6.176 2.485  0.13
H14 -0.621 3.295 -0.251  0.06
H15 0.551 4.443 0.490  0.10
C6 2.022 1.730 -3.300  -0.70
O6 2.397 1.791 -4.470  0.02
N5 2.691 1.148 -2.318  0.17
N6 0.917 2.443 -2.861  0.14
H16 2.354 1.330 -1.387  0.07
H17 3.676 1.024 -2.490  0.12
H18 0.404 2.321 -2.004  0.06
H19 0.566 3.009 -3.616  0.10
C7 2.284 -2.702 -3.302  -0.68
O7 2.853 -3.581 -3.928  0.04
N7 1.635 -1.646 -3.832  0.17
N8 1.912 -2.781 -1.972  0.14
H20 1.773 -1.452 -4.810  0.12
H21 1.031 -1.097 -3.253  0.06
H22 2.265 -3.637 -1.566  0.10
H23 1.905 -1.949 -1.410  0.03
C8 -1.347 -3.232 2.601  -0.09
C9 -1.194 -4.743 2.597  -0.31
O8 -1.844 -5.270 1.455  -0.08
H24 -0.534 -2.957 3.284  0.07
H25 -2.242 -2.899 3.130  0.08
H26 -1.281 -2.755 1.626  0.05
H27 -1.387 -5.304 3.509  0.12
H28 -0.111 -4.879 2.453  0.10
H29 -1.514 -4.760 0.712  0.06
C10 3.324 -1.725 1.279  -0.05
C11 4.214 -0.514 1.042  -0.47
C12 5.210 -0.809 -0.060  -0.06
O9 3.304 0.534 0.688  -0.09
H30 3.948 -2.612 1.407  0.09
H31 2.479 -1.932 0.625  0.05
H32 2.808 -1.568 2.234  0.08
H33 4.802 -0.312 1.941  0.14
H34 4.654 -1.074 -0.964  0.07
H35 5.853 -1.657 0.177  0.08
H36 5.907 -0.011 -0.321  0.08
H37 2.814 0.762 1.492  0.03
C13 -3.427 -3.038 -1.198  -0.05
C14 -4.794 -2.497 -0.731  -0.48
C15 -5.858 -3.609 -0.539  -0.03
O10 -4.574 -1.878 0.502  -0.04
H38 -2.655 -2.258 -1.136  0.05
H39 -3.373 -3.277 -2.261  0.09
H40 -3.043 -3.796 -0.512  0.07
H41 -5.018 -1.845 -1.586  0.12
H42 -6.858 -3.283 -0.829  0.07
H43 -5.861 -4.026 0.463  0.08
H44 -5.637 -4.318 -1.340  0.08
H45 -3.704 -1.471 0.454  0.06
C16 3.157 3.502 2.521  -0.04
C17 2.653 2.790 3.776  -0.45
C18 1.361 3.446 4.258  -0.07
O11 2.323 1.431 3.453  -0.07
H46 4.075 2.990 2.231  0.08
H47 3.353 4.539 2.792  0.08
H48 2.442 3.388 1.708  0.06
H49 3.340 2.807 4.623  0.14
H50 1.562 4.470 4.579  0.08
H51 0.899 2.963 5.127  0.08
H52 0.490 3.405 3.596  0.07
H53 1.475 1.187 3.829  0.08

Computed properties:
Molar mass = 608.61 g mol⁻¹
Orbital gap = 7.344 eV
Net charge = 0

# 6
Molecular formula: C33H30AsGaN9
Method: DFT, wB97M-V/def2-TZVPD

Last column: Löwdin charge in e.
CARTESIAN COORDINATES (ANGSTROEM)
Ga1 -1.126 -0.998 0.346  0.43
C1 -2.155 1.698 3.676  -0.04
C2 -1.598 0.650 2.955  -0.06
N1 -1.804 0.555 1.643  0.05
C3 -2.527 1.498 1.031  -0.15
C4 -3.097 2.523 1.774  0.00
N2 -2.915 2.612 3.086  0.16
C5 -2.608 1.359 -0.447  -0.14
C6 -3.211 2.255 -1.297  0.10
C7 -3.186 2.022 -2.681  -0.07
C8 -2.529 0.872 -3.140  0.10
C9 -1.943 0.017 -2.237  -0.14
N3 -1.988 0.265 -0.919  0.09
C10 -1.211 -1.228 -2.579  -0.14
C11 -0.954 -1.675 -3.867  0.00
N4 -0.281 -2.797 -4.094  0.16
C12 0.147 -3.490 -3.047  -0.04
C13 -0.095 -3.058 -1.751  -0.05
N5 -0.773 -1.933 -1.531  0.05
C14 -3.822 2.958 -3.619  -0.18
C15 -4.425 2.493 -4.784  0.00
C16 -5.022 3.416 -5.630  -0.09
N6 -5.025 4.726 -5.393  0.11
C17 -4.436 5.166 -4.283  -0.09
C18 -3.832 4.324 -3.360  0.00
H1 -1.990 1.797 4.742  0.14
H2 -0.977 -0.104 3.421  0.13
H3 -3.713 3.285 1.312  0.14
H4 -3.723 3.123 -0.908  0.13
H5 -2.468 0.677 -4.201  0.13
H6 -1.289 -1.123 -4.737  0.14
H7 0.699 -4.402 -3.242  0.14
H8 0.258 -3.610 -0.889  0.12
H9 -4.478 1.436 -5.016  0.12
H10 -5.520 3.090 -6.536  0.13
H11 -4.448 6.237 -4.125  0.13
H12 -3.347 4.743 -2.487  0.12
N7 5.771 -0.625 2.120  0.18
C19 6.935 0.091 2.152  -0.16
C20 8.211 -0.206 2.640  0.00
C21 9.152 0.779 2.493  -0.04
C22 8.860 2.030 1.883  -0.05
C23 7.614 2.320 1.407  0.01
C24 6.624 1.327 1.545  -0.20
N8 5.317 1.349 1.169  0.20
C25 4.827 0.175 1.521  -0.29
C26 3.460 -0.166 1.278  -0.08
C27 2.623 0.792 0.664  0.04
C28 1.316 0.500 0.425  -0.08
N9 0.757 -0.699 0.752  -0.04
C29 1.551 -1.626 1.337  -0.10
C30 2.873 -1.403 1.611  0.04
H13 5.653 -1.557 2.479  0.16
H14 8.449 -1.153 3.106  0.12
H15 10.157 0.601 2.853  0.12
H16 9.651 2.762 1.799  0.12
H17 7.382 3.268 0.943  0.12
H18 3.041 1.751 0.392  0.13
H19 0.663 1.226 -0.043  0.12
H20 1.090 -2.573 1.586  0.10
H21 3.444 -2.192 2.081  0.13
C31 -3.409 -3.819 0.343  -0.23
As1 -2.188 -2.923 1.537  1.10
C32 -1.050 -4.310 2.245  -0.24
C33 -3.298 -2.403 3.027  -0.24
H22 -3.876 -4.633 0.894  0.06
H23 -2.887 -4.222 -0.522  0.04
H24 -4.176 -3.119 0.017  0.05
H25 -1.716 -5.045 2.697  0.06
H26 -0.388 -3.908 3.008  0.05
H27 -0.473 -4.786 1.456  0.04
H28 -3.749 -3.319 3.407  0.06
H29 -4.084 -1.729 2.692  0.05
H30 -2.717 -1.938 3.818  0.04

Computed properties:
Molar mass = 697.31 g mol⁻¹
Orbital gap = 4.916 eV
Net charge = +3